# 1
{"formula": "C31H55BrNO10S2", "method": "wB97M-V/def2-TZVPD", "species": ["C", "C", "C", "O", "O", "C", "C", "C", "C", "C", "C", "N", "S", "C", "C", "O", "O", "C", "C", "C", "O", "C", "O", "C", "S", "C", "O", "C", "C", "O", "C", "C", "C", "O", "C", "C", "C", "Br", "C", "C", "H", "H", "H", "H", "H", "H", "H", "H", "H", "H", "H", "H", "H", "H", "H", "H", "H", "H", "H", "H", "H", "H", "H", "H", "H", "H", "H", "H", "H", "H", "H", "H", "H", "H", "H", "H", "H", "H", "H", "H", "H", "H", "H", "H", "H", "H", "H", "C", "C", "C", "O", "C", "H", "H", "H", "H", "H", "H", "H", "H"], "coordinates": [[9.108, 0.739, 1.128], [8.330, -0.207, 0.530], [6.894, -0.396, 0.850], [6.441, 0.072, 1.829], [6.125, -1.134, -0.009], [5.459, -0.295, -0.955], [4.270, -1.035, -1.640], [3.082, -0.069, -1.622], [1.779, -0.655, -2.239], [0.710, 0.478, -2.098], [-0.747, 0.032, -2.302], [-1.791, 0.574, -1.343], [-1.163, 0.096, 0.289], [-0.767, -1.662, 0.287], [-1.872, -2.731, 0.408], [-1.484, -3.829, 0.517], [-3.173, -2.453, 0.334], [-4.025, -3.614, 0.360], [-5.432, -3.082, 0.708], [-5.370, -2.700, 2.235], [-6.413, -4.115, 0.531], [-7.697, -3.588, 0.632], [-8.156, -3.027, -0.270], [-8.564, -3.779, 1.881], [-8.782, -2.241, 2.872], [-1.931, 2.055, -1.446], [-0.833, 2.722, -0.906], [-0.815, 4.127, -1.134], [-1.937, 4.922, -0.410], [-2.849, 5.487, -1.338], [-4.226, 5.183, -1.080], [-4.928, 6.465, -0.529], [-2.328, 2.463, -2.884], [-3.215, 1.640, -3.609], [-3.544, 0.354, -3.139], [-3.154, 0.038, -1.656], [-4.401, 0.346, -0.798], [-4.276, 0.616, 1.153], [-5.310, 1.534, -1.291], [-6.618, 1.027, -1.990], [9.394, 0.704, 2.185], [9.528, 1.571, 0.555], [8.790, -0.894, -0.193], [6.132, 0.173, -1.690], [5.029, 0.547, -0.383], [4.624, -1.302, -2.640], [4.060, -1.893, -0.993], [2.837, 0.118, -0.563], [3.269, 0.909, -2.084], [1.481, -1.593, -1.753], [1.989, -0.868, -3.296], [0.965, 1.034, -1.195], [0.975, 1.170, -2.913], [-0.985, 0.268, -3.346], [-0.782, -1.065, -2.307], [-0.123, -1.827, 1.162], [-0.163, -2.013, -0.557], [-3.789, -4.347, 1.132], [-4.023, -4.039, -0.652], [-5.713, -2.210, 0.106], [-5.746, -1.691, 2.398], [-4.329, -2.759, 2.580], [-5.927, -3.472, 2.773], [-8.174, -4.549, 2.554], [-9.580, -4.040, 1.582], [-7.684, -2.171, 3.662], [-2.766, 2.393, -0.801], [-0.720, 4.428, -2.186], [0.116, 4.484, -0.676], [-2.399, 4.291, 0.365], [-1.461, 5.759, 0.124], [-4.378, 4.306, -0.435], [-4.666, 4.927, -2.058], [-4.131, 7.108, -0.145], [-5.624, 6.197, 0.271], [-5.415, 6.955, -1.376], [-2.744, 3.479, -2.840], [-1.389, 2.572, -3.462], [-4.576, 0.052, -3.340], [-2.958, -0.368, -3.739], [-3.030, -1.052, -1.671], [-5.055, -0.522, -0.895], [-4.775, 2.280, -1.885], [-5.696, 2.095, -0.436], [-7.494, 1.187, -1.355], [-6.584, -0.045, -2.226], [-6.753, 1.570, -2.933], [10.785, -1.873, 5.116], [10.797, -3.180, 4.339], [10.916, -2.689, 2.905], [11.654, -1.461, 2.949], [11.755, -1.023, 4.310], [11.080, -1.979, 6.159], [9.785, -1.431, 5.086], [11.680, -3.765, 4.609], [9.916, -3.798, 4.504], [9.931, -2.477, 2.474], [11.433, -3.400, 2.258], [12.787, -1.178, 4.640], [11.529, 0.043, 4.368]], "lowdin_charge": [0.092, -0.071, -0.542, 0.141, -0.025, -0.191, -0.145, -0.219, -0.179, -0.193, -0.149, -0.315, 1.066, -0.295, -0.551, 0.163, -0.035, -0.084, -0.299, -0.040, -0.001, -0.548, 0.171, -0.418, 0.734, -0.318, -0.100, -0.130, -0.166, -0.163, -0.257, -0.041, -0.103, -0.073, -0.126, -0.254, -0.578, 0.785, -0.285, -0.067, 0.080, 0.078, 0.118, 0.132, 0.119, 0.118, 0.124, 0.122, 0.128, 0.100, 0.121, 0.088, 0.124, 0.135, 0.128, 0.121, 0.079, 0.145, 0.152, 0.124, 0.034, 0.084, 0.081, 0.080, 0.083, -0.148, 0.137, 0.137, 0.136, 0.133, 0.132, 0.097, 0.114, 0.080, 0.074, 0.075, 0.131, 0.147, 0.138, 0.132, 0.144, 0.067, 0.084, 0.064, 0.082, 0.072, 0.083, -0.173, -0.172, -0.207, -0.151, -0.206, 0.113, 0.113, 0.116, 0.113, 0.107, 0.117, 0.118, 0.113], "e_homo_ev": -10.07, "total_charge": 1, "largest_force_ev_per_a": 3.83, "energy_ev": -146702.57947, "lumo_ev": -2.72, "orbital_gap_ev": 7.35}


# 2
{"formula": "C3H4S2", "method": "wB97M-V/def2-TZVPD", "species": ["C", "C", "C", "H", "H", "H", "H", "S", "S"], "coordinates": [[0.982, -0.694, 0.068], [0.294, 0.559, -0.366], [-1.167, -0.023, 0.371], [0.377, 0.405, -1.671], [0.794, 1.765, 0.014], [-2.483, 0.456, -0.121], [-1.219, -0.011, 1.727], [2.749, -0.733, 0.106], [-0.326, -1.725, -0.126]], "nbo_charge": [-0.303, -0.502, -0.551, 0.282, 0.252, 0.260, 0.266, -0.066, 0.361], "e_homo_ev": -8.61, "total_charge": 0, "largest_force_ev_per_a": 5.82, "energy_ev": -24840.15029, "lumo_ev": -0.85, "orbital_gap_ev": 7.76, "relative_energy_kj_mol": 529.8}


# 3
{"formula": "C14H14ClN3O2", "method": "wB97M-V/def2-TZVPD", "species": ["C", "N", "C", "C", "N", "O", "C", "C", "C", "C", "C", "Cl", "C", "N", "C", "C", "O", "C", "C", "C", "H", "H", "H", "H", "H", "H", "H", "H", "H", "H", "H", "H", "H", "H"], "coordinates": [[1.462, 2.505, 0.494], [0.589, 1.332, 0.812], [-0.420, 1.341, 1.776], [-0.489, 2.214, 2.869], [-1.188, 1.791, 4.001], [0.292, 3.150, 3.076], [-1.298, 0.323, 1.487], [-0.760, -0.324, 0.275], [0.510, 0.195, -0.014], [1.300, -0.491, -1.035], [2.708, -0.279, -1.119], [3.731, 0.490, 0.164], [3.354, -0.757, -2.250], [2.743, -1.457, -3.252], [1.373, -1.525, -3.203], [0.629, -1.202, -2.102], [-0.694, -1.456, -1.955], [-1.428, -1.265, -0.774], [-1.516, -2.590, -0.005], [-2.757, -0.638, -1.158], [2.409, 2.498, 0.977], [1.739, 2.479, -0.589], [0.999, 3.481, 0.563], [-1.284, 0.777, 3.974], [-1.159, 2.258, 4.906], [-2.232, 0.051, 1.956], [4.420, -0.524, -2.400], [0.953, -1.974, -4.115], [-1.996, -3.256, -0.603], [-1.990, -2.398, 0.926], [-0.518, -2.991, 0.171], [-2.670, 0.230, -1.859], [-3.532, -0.583, -0.319], [-3.280, -1.404, -1.676]], "nbo_charge": [-0.400, -0.310, 0.018, 0.620, -0.830, -0.604, -0.260, -0.070, 0.173, -0.127, -0.021, -0.012, -0.019, -0.377, -0.039, 0.302, -0.487, 0.262, -0.609, -0.633, 0.219, 0.202, 0.233, 0.381, 0.415, 0.233, 0.210, 0.215, 0.204, 0.211, 0.218, 0.237, 0.227, 0.216], "e_homo_ev": -8.19, "smiles": "Cn1c(C(N)=O)cc2c1-c1c(Cl)cncc1OC2(C)C", "total_charge": 0, "largest_force_ev_per_a": 6.30, "energy_ev": -35830.91608, "lumo_ev": -0.30, "orbital_gap_ev": 7.90, "relative_energy_kj_mol": 328.9}


# 4
{"formula": "C4H5AgO6", "method": "wB97M-V/def2-TZVPD", "species": ["H", "O", "C", "O", "O", "C", "O", "C", "C", "O", "O", "Ag", "H", "H", "H", "H"], "coordinates": [[0.830, 0.760, 0.400], [-0.226, -1.402, -1.766], [-0.681, -0.308, -1.340], [-1.453, -0.274, -0.341], [-0.057, 0.788, -1.757], [-0.414, 2.083, -1.246], [0.785, 1.678, 0.868], [1.126, -0.940, 2.139], [0.542, 2.594, -0.179], [0.874, -1.504, 1.132], [1.150, -0.522, 3.217], [-0.984, -2.476, -0.107], [-1.444, 2.068, -0.864], [-0.363, 2.739, -2.122], [1.488, 2.889, -0.666], [0.093, 3.488, 0.275]], "nbo_charge": [0.462, -0.592, 0.942, -0.649, -0.505, -0.105, -0.707, 1.047, -0.085, -0.599, -0.459, 0.477, 0.208, 0.205, 0.165, 0.195], "e_homo_ev": [-6.43, -10.93], "spin_multiplicity": 3, "total_charge": 0, "s_squared": 2.006, "largest_force_ev_per_a": 3.00, "energy_ev": -20509.57593, "lumo_ev": [0.37, -3.39], "orbital_gap_ev": [6.80, 7.55], "relative_energy_kj_mol": 0.0}


# 5
{"formula": "C29H78O10", "method": "wB97M-V/def2-TZVPD", "species": ["C", "C", "C", "O", "H", "H", "H", "H", "H", "H", "H", "H", "C", "C", "C", "O", "H", "H", "H", "H", "H", "H", "H", "H", "C", "C", "C", "O", "H", "H", "H", "H", "H", "H", "H", "H", "C", "C", "C", "O", "H", "H", "H", "H", "H", "H", "H", "H", "C", "C", "C", "O", "H", "H", "H", "H", "H", "H", "H", "H", "C", "C", "C", "O", "H", "H", "H", "H", "H", "H", "H", "H", "C", "C", "C", "O", "H", "H", "H", "H", "H", "H", "H", "H", "C", "C", "C", "O", "H", "H", "H", "H", "H", "H", "H", "H", "C", "C", "C", "O", "H", "H", "H", "H", "H", "H", "H", "H", "C", "C", "O", "H", "H", "H", "H", "H", "H"], "coordinates": [[9.657, 17.182, -18.079], [10.952, 16.774, -17.310], [10.699, 15.777, -16.176], [11.792, 16.233, -18.303], [9.313, 16.426, -18.785], [9.828, 18.061, -18.701], [8.803, 17.358, -17.426], [11.421, 17.672, -16.907], [10.287, 14.848, -16.572], [9.887, 16.055, -15.503], [11.602, 15.650, -15.579], [11.894, 16.904, -18.981], [11.660, 11.668, -13.985], [10.842, 12.837, -13.466], [9.430, 12.821, -14.039], [10.872, 12.841, -12.104], [11.908, 11.797, -15.038], [11.105, 10.731, -13.931], [12.572, 11.519, -13.406], [11.346, 13.750, -13.783], [9.437, 12.879, -15.127], [8.777, 13.607, -13.661], [8.953, 11.885, -13.746], [10.278, 12.157, -11.787], [13.998, 14.121, -16.925], [13.467, 13.434, -18.110], [13.772, 11.907, -18.099], [12.109, 13.507, -18.041], [13.587, 13.542, -16.098], [13.588, 15.127, -16.839], [15.081, 14.173, -16.813], [13.812, 13.799, -19.078], [13.510, 11.358, -17.195], [14.857, 11.813, -18.122], [13.404, 11.485, -19.035], [11.854, 14.432, -18.015], [13.422, 19.500, -21.518], [12.080, 19.011, -20.989], [11.376, 17.954, -21.748], [12.316, 18.456, -19.710], [13.697, 20.282, -20.811], [13.346, 19.888, -22.534], [14.183, 18.720, -21.489], [11.345, 19.812, -20.906], [10.534, 17.461, -21.263], [12.070, 17.221, -22.157], [10.939, 18.322, -22.676], [12.899, 19.066, -19.252], [14.238, 16.371, -13.618], [15.232, 16.228, -12.499], [14.863, 17.017, -11.227], [15.405, 14.889, -12.196], [14.648, 15.854, -14.486], [14.079, 17.434, -13.797], [13.244, 15.945, -13.489], [16.233, 16.485, -12.846], [13.875, 16.767, -10.840], [14.818, 18.098, -11.360], [15.538, 16.838, -10.390], [14.609, 14.612, -11.737], [8.252, 20.332, -21.155], [6.976, 19.548, -21.159], [7.075, 18.084, -20.667], [6.001, 20.290, -20.393], [8.178, 21.401, -21.353], [8.953, 19.923, -21.883], [8.787, 20.117, -20.231], [6.548, 19.546, -22.161], [7.088, 17.913, -19.590], [7.859, 17.531, -21.184], [6.163, 17.561, -20.954], [6.158, 20.213, -19.449], [10.458, 23.049, -16.561], [9.569, 21.829, -16.626], [10.362, 20.644, -17.308], [9.119, 21.467, -15.400], [11.418, 22.779, -16.121], [10.068, 23.869, -15.957], [10.639, 23.440, -17.562], [8.725, 22.019, -17.289], [9.690, 19.792, -17.414], [11.186, 20.315, -16.674], [10.768, 21.099, -18.211], [9.869, 21.232, -14.848], [6.149, 15.729, -17.767], [6.805, 14.365, -17.727], [6.923, 13.809, -16.302], [5.994, 13.345, -18.316], [6.812, 16.465, -17.313], [5.229, 15.771, -17.184], [5.828, 16.118, -18.733], [7.700, 14.250, -18.339], [7.491, 14.556, -15.747], [7.330, 12.798, -16.315], [5.991, 13.813, -15.737], [5.118, 13.420, -17.931], [11.493, 18.772, -14.221], [11.405, 19.838, -13.113], [12.581, 19.848, -12.128], [11.330, 21.095, -13.745], [10.603, 18.571, -14.818], [11.641, 17.757, -13.853], [12.339, 18.927, -14.891], [10.501, 19.671, -12.528], [13.597, 19.858, -12.522], [12.448, 18.991, -11.468], [12.530, 20.685, -11.431], [11.468, 21.762, -13.069], [14.809, 18.370, -16.482], [14.819, 19.141, -17.828], [13.587, 19.924, -17.829], [15.641, 17.665, -16.467], [13.872, 17.813, -16.464], [14.702, 18.869, -15.519], [14.875, 18.468, -18.684], [15.606, 19.894, -17.876], [13.591, 20.453, -17.027]], "lowdin_charge": [-0.047, -0.435, -0.040, -0.071, 0.081, 0.049, 0.062, 0.106, 0.078, 0.079, 0.065, 0.049, -0.049, -0.547, -0.059, -0.026, 0.067, 0.079, 0.082, 0.121, 0.065, 0.079, 0.083, 0.096, -0.065, -0.546, -0.042, -0.052, 0.082, 0.055, 0.088, 0.138, 0.070, 0.070, 0.077, 0.029, -0.025, -0.485, -0.058, -0.078, 0.080, 0.086, 0.089, 0.125, 0.075, 0.089, 0.081, 0.031, -0.054, -0.508, -0.047, -0.034, 0.075, 0.052, 0.076, 0.142, 0.078, 0.056, 0.079, 0.092, -0.061, -0.459, -0.045, -0.061, 0.088, 0.066, 0.065, 0.134, 0.054, 0.075, 0.075, 0.080, -0.061, -0.518, -0.033, -0.032, 0.070, 0.080, 0.077, 0.133, 0.060, 0.049, 0.078, 0.038, -0.054, -0.460, -0.068, -0.074, 0.059, 0.084, 0.069, 0.139, 0.061, 0.083, 0.084, 0.080, -0.040, -0.443, -0.050, -0.060, 0.075, 0.068, 0.061, 0.140, 0.078, 0.076, 0.079, 0.104, -0.078, -0.224, -0.132, 0.080, 0.054, 0.062, 0.115, 0.110, 0.087], "e_homo_ev": -9.46, "smiles": "CC(C)O.CC(C)O.CC(C)O.CC(C)O.CC(C)O.CC(C)O.CC(C)O.CC(C)O.CC(C)O.CCO", "total_charge": 0, "largest_force_ev_per_a": 2.87, "energy_ev": -51810.86595, "lumo_ev": 0.33, "orbital_gap_ev": 9.79, "relative_energy_kj_mol": 237.8}